1.
Computed, not measured: an isolated molecule of C25H37N3O2, with ωB97M-V with the def2-TZVPD basis set.

Last column: natural (NBO) charge in e.
Element x y z (Å)
O: 1.00422 -3.97712 3.17206  -0.64
C: 1.05205 -3.31967 2.15048  0.66
N: 0.43346 -2.14200 1.98910  -0.65
C: -0.35278 -1.53528 3.03888  -0.22
C: -0.10872 -0.03007 3.10183  -0.41
C: -0.69983 0.71032 1.89669  -0.22
N: -0.02154 0.35556 0.65432  -0.48
C: 1.17890 1.13806 0.39508  -0.23
C: 0.90427 2.58499 -0.03114  -0.42
C: 0.01095 2.60335 -1.27071  -0.21
C: -0.29969 4.03639 -1.74590  -0.41
C: -1.02295 4.85697 -0.71781  -0.04
C: -0.31832 5.61830 0.20760  -0.21
C: -0.98129 6.34626 1.17960  -0.21
C: -2.36415 6.32758 1.23944  -0.22
C: -3.07785 5.58527 0.31430  -0.23
C: -2.41164 4.85857 -0.65646  -0.16
C: -1.25454 1.80168 -0.97051  -0.42
C: -0.87576 0.38657 -0.52351  -0.23
C: 1.89034 -3.79880 0.94933  -0.10
C: 3.28348 -3.14992 0.97786  -0.40
C: 3.12290 -1.93863 0.06631  -0.50
C: 1.93713 -2.28655 -0.82838  0.70
O: 1.58899 -1.66219 -1.80928  -0.65
N: 1.34741 -3.39311 -0.32636  -0.44
C: 0.23836 -4.11590 -0.92064  -0.04
C: 0.54870 -4.55985 -2.36575  -0.41
C: -0.75103 -4.33990 -3.13495  -0.40
C: -1.29782 -3.06537 -2.50166  -0.41
C: -1.06792 -3.29683 -1.00953  -0.41
H: 0.49157 -1.58856 1.13952  0.44
H: -0.06933 -2.01979 3.97728  0.23
H: -1.41858 -1.72847 2.86253  0.18
H: -0.57475 0.36161 4.00730  0.22
H: 0.96383 0.15741 3.16874  0.20
H: -0.66625 1.79068 2.09666  0.18
H: -1.75185 0.42839 1.80370  0.20
H: 1.80506 1.12839 1.29115  0.20
H: 1.71437 0.63550 -0.41616  0.21
H: 1.85575 3.07729 -0.24084  0.21
H: 0.41683 3.12920 0.78054  0.21
H: 0.54613 2.09793 -2.08391  0.21
H: -0.90570 3.97157 -2.65240  0.21
H: 0.64380 4.52397 -2.00174  0.21
H: 0.76132 5.64613 0.16192  0.21
H: -0.41694 6.93178 1.89115  0.21
H: -2.88303 6.89479 1.99811  0.21
H: -4.15783 5.57431 0.34741  0.21
H: -2.97687 4.28990 -1.38121  0.20
H: -1.82675 2.29443 -0.18113  0.20
H: -1.88362 1.73885 -1.86023  0.21
H: -1.77999 -0.19228 -0.31658  0.20
H: -0.32323 -0.10836 -1.32855  0.22
H: 1.95165 -4.88933 1.02209  0.22
H: 3.58314 -2.88805 1.99107  0.23
H: 4.02068 -3.84230 0.56988  0.21
H: 4.00189 -1.73415 -0.54350  0.24
H: 2.88841 -1.03525 0.62909  0.23
H: 0.08130 -4.98838 -0.28114  0.21
H: 0.89920 -5.59010 -2.40951  0.21
H: 1.32210 -3.91170 -2.77542  0.22
H: -0.58410 -4.24180 -4.20607  0.21
H: -1.43915 -5.17024 -2.96394  0.19
H: -2.34489 -2.88482 -2.74009  0.21
H: -0.70336 -2.21463 -2.83356  0.22
H: -1.88961 -3.87670 -0.58707  0.21
H: -0.98658 -2.36590 -0.45541  0.22

Gap between HOMO and LUMO, eV: 9.345
HOMO, eV: -8.58
Charge: 0
Structure (SMILES): O=C(NCCCN1CCC(Cc2ccccc2)CC1)[C@@H]1CCC(=O)N1C1CCCC1

=====

2.
Computed, not measured: an isolated molecule of C25H37N3O4S, with ωB97M-V with the def2-TZVPD basis set.

Last column: natural (NBO) charge in e.
Element x y z (Å)
C: -4.93268 -3.06997 0.87249  -0.63
C: -4.30719 -1.83255 0.30459  -0.04
C: -4.69669 -0.57016 0.73174  -0.19
C: -4.13224 0.57739 0.20529  -0.26
C: -3.14821 0.47613 -0.77176  0.21
C: -2.75982 -0.78518 -1.21713  -0.25
C: -3.33189 -1.92104 -0.68280  -0.19
H: -3.01430 -2.89236 -1.03381  0.21
H: -1.99953 -0.86656 -1.97982  0.21
N: -2.51307 1.58648 -1.34157  -0.63
C: -2.51962 2.86902 -0.90378  0.66
O: -3.14209 3.29176 0.05044  -0.62
C: -1.60531 3.75506 -1.71846  -0.71
H: -1.70056 4.79165 -1.40725  0.25
H: -1.79646 3.65894 -2.78539  0.25
S: 0.17595 3.26263 -1.47680  1.35
O: 0.18418 1.82706 -1.79888  -1.03
C: 0.15699 3.32831 0.37395  -0.70
C: 1.49205 2.65963 0.56352  0.68
O: 2.37630 3.04716 -0.19858  -0.66
N: 1.65488 1.64676 1.42977  -0.42
C: 0.53080 1.14630 2.22086  -0.03
H: 0.05054 2.02527 2.66637  0.20
C: -0.50454 0.37335 1.35692  -0.44
H: -0.19413 0.32226 0.31488  0.23
C: -0.63281 -1.01134 1.99063  -0.41
H: 0.11550 -1.69033 1.58038  0.20
C: -0.32019 -0.74266 3.45780  -0.40
H: -1.15902 -0.23172 3.93388  0.19
H: -0.09900 -1.64891 4.01798  0.22
C: 0.89211 0.18035 3.35928  -0.42
H: 1.75176 -0.42721 3.09875  0.23
H: 1.10045 0.70530 4.29003  0.21
H: -1.62044 -1.44122 1.83148  0.22
H: -1.47385 0.87221 1.40068  0.22
C: 2.96920 1.00783 1.41827  -0.15
C: 3.73655 1.15750 2.73531  -0.63
H: 3.85612 0.18744 3.21271  0.24
H: 3.21540 1.82847 3.41155  0.21
H: 4.72691 1.56298 2.54802  0.22
H: 3.51667 1.54314 0.63183  0.27
C: 2.87954 -0.45641 0.94593  0.68
O: 3.30597 -1.38520 1.60401  -0.64
N: 2.30511 -0.59577 -0.25934  -0.64
H: 2.02785 0.21943 -0.78630  0.42
C: 2.28356 -1.87240 -0.94900  -0.05
C: 3.46212 -1.98096 -1.92510  -0.41
C: 3.29162 -1.04453 -3.11741  -0.40
C: 1.98703 -1.35292 -3.84389  -0.39
C: 0.80291 -1.19166 -2.89623  -0.43
C: 0.95559 -2.09539 -1.67394  -0.40
H: 0.92061 -3.13944 -1.99386  0.20
H: 0.12892 -1.93093 -0.97926  0.21
H: -0.12009 -1.45158 -3.42097  0.20
H: 0.72651 -0.14825 -2.58707  0.23
H: 1.86893 -0.68460 -4.69893  0.21
H: 2.01658 -2.37883 -4.22039  0.19
H: 4.13663 -1.16423 -3.79852  0.21
H: 3.28333 -0.00601 -2.77995  0.20
H: 4.38644 -1.75405 -1.39039  0.22
H: 3.52345 -3.01187 -2.27974  0.20
H: 2.40645 -2.62761 -0.16364  0.23
H: 0.21265 4.37902 0.64838  0.26
H: -0.71936 2.85676 0.79577  0.25
H: -1.77828 1.35144 -2.00288  0.43
H: -4.44432 1.54712 0.55520  0.25
H: -5.45626 -0.47798 1.49455  0.21
H: -5.35659 -2.87578 1.85469  0.22
H: -4.20065 -3.87063 0.95507  0.22
H: -5.73497 -3.41589 0.21985  0.22

Gap between HOMO and LUMO, eV: 8.944
HOMO, eV: -8.45
Charge: 0

=====

3.
Computed, not measured: a structure of composition C25H37NOP2W, with ωB97M-V with the def2-TZVPD basis set.

Last column: Löwdin spin population.
Element x y z (Å)
W: -0.25357 0.22953 0.04514  1.47
P: -1.86828 -1.13021 1.51561  0.04
P: 0.96281 2.22436 -1.20917  0.03
N: -1.45574 0.25429 -1.22003  0.01
H: -0.56746 -0.12975 1.76510  0.03
C: -3.07195 -0.08399 2.34111  0.02
H: -3.62509 -0.71897 3.04069  0.00
H: -3.77528 0.32718 1.61072  0.00
H: -2.61748 0.73571 2.90152  0.00
C: -1.16518 -2.21645 2.76759  0.01
H: -1.99901 -2.81296 3.14994  0.00
H: -0.70165 -1.66429 3.59151  0.00
H: -0.43129 -2.88764 2.31489  0.00
C: -2.78417 -2.18493 0.45488  0.00
H: -3.27701 -2.91771 1.10400  0.00
H: -2.14496 -2.71764 -0.24605  0.00
H: -3.54793 -1.63113 -0.09090  0.00
C: 0.54719 4.02660 -1.20779  0.00
H: 1.05540 4.60891 -2.00347  0.00
H: 0.73931 4.45422 -0.21234  0.00
H: -0.53539 4.10159 -1.39807  0.00
C: 2.75473 2.15349 -0.83355  0.00
H: 3.32572 2.88491 -1.42727  0.00
H: 3.15877 1.15579 -1.04745  0.00
H: 2.92627 2.36309 0.22833  0.00
C: 0.94636 2.01602 -3.03215  0.00
H: 1.39487 2.87663 -3.55101  0.00
H: -0.08121 1.92525 -3.39490  0.00
H: 1.48689 1.12092 -3.34457  0.00
C: -2.34765 -0.02731 -2.24059  0.01
C: -4.22407 0.63854 -3.58704  0.00
C: -3.42916 0.84076 -2.45876  0.00
C: -2.09260 -1.14962 -3.05831  0.00
C: -2.84209 -1.31457 -4.22227  0.00
C: -3.91741 -0.43367 -4.45707  0.00
H: -5.06547 1.31744 -3.77644  0.00
H: -3.52700 1.65985 -1.73925  0.00
H: -1.25978 -1.80116 -2.77021  0.00
H: -2.58087 -2.12964 -4.91448  0.00
H: -4.54120 -0.59329 -5.33968  0.00
C: 0.23978 2.56813 2.32871  0.02
O: -0.12436 3.18266 1.27071  0.05
C: -0.81263 2.65843 3.39703  0.00
H: -0.38183 2.28605 4.32391  0.00
H: -1.79724 2.19946 3.21238  0.00
H: -0.92166 3.75990 3.42219  0.00
C: 1.59375 2.00815 2.64841  0.00
H: 2.28117 2.85225 2.45489  0.00
H: 1.90747 1.04481 2.21807  0.00
H: 1.53238 1.82210 3.72992  0.00
C: 4.01737 -2.83245 2.40372  -0.01
C: 3.03496 -1.97190 2.91880  0.02
C: 2.09425 -1.42308 2.05650  0.00
C: 2.15750 -1.68899 0.68870  0.04
C: 1.27430 -1.10483 -0.27915  0.02
C: 1.27258 -1.35418 -1.66238  0.10
C: 2.23988 -2.26268 -2.11585  0.00
C: 3.13178 -2.84793 -1.23907  0.09
C: 3.12290 -2.58033 0.15070  0.00
C: 4.03966 -3.12776 1.05658  0.02
H: 4.76092 -3.28164 3.05307  0.00
H: 3.01691 -1.75724 3.97655  0.00
H: 1.28329 -0.79796 2.43748  0.01
H: 0.53825 -0.90302 -2.34535  0.01
H: 2.26078 -2.47945 -3.17995  0.00
H: 3.89337 -3.54320 -1.60029  0.01
H: 4.77611 -3.79547 0.62550  0.00

Gap between HOMO and LUMO (alpha / beta), eV: 5.960 / 6.097
HOMO (alpha / beta), eV: -5.52 / -5.83
Charge: 0
2S+1: 3
<S²>: 2.043